C25H21BrN2O2Pd | ωB97M-V with the def2-TZVPD basis set

```
! RIJCOSX wB97M-V def2-TZVPD def2/J DEFGRID3
* xyz -2 3
C -1.263 -0.919 -1.654
C -1.513 -1.414 -0.335
C -1.879 -0.296 0.469
H -1.370 -2.438 0.006
C -1.817 0.883 -0.329
C -1.464 0.498 -1.657
H -1.332 1.185 -2.486
H -0.895 -1.515 -2.481
H -2.180 -0.337 1.512
H -1.964 1.901 0.013
Pd 0.013 -0.015 -0.377
Br 1.894 -2.027 -0.769
C 2.060 0.710 -3.429
C 1.071 1.517 -4.071
C 0.089 0.642 -4.633
H 1.075 2.602 -4.149
C 0.478 -0.699 -4.342
C 1.700 -0.656 -3.614
H 2.248 -1.520 -3.256
H 2.952 1.062 -2.921
H -0.792 0.938 -5.200
H -0.052 -1.601 -4.639
O 0.396 2.721 1.696
C 0.723 1.679 2.241
N 1.260 1.547 3.538
C 1.133 0.225 4.034
C 0.914 -0.552 2.707
O 0.968 -1.771 2.586
N 0.619 0.379 1.743
C 2.328 -0.135 4.919
C 3.272 -1.081 4.534
C 4.340 -1.398 5.387
C 4.516 -0.729 6.598
C 3.558 0.213 6.989
C 2.487 0.536 6.144
C -0.154 0.003 4.829
C -0.354 -1.266 5.385
C -1.508 -1.526 6.125
C -2.475 -0.529 6.282
C -2.287 0.722 5.691
C -1.117 1.004 4.975
H 1.544 2.355 4.080
H 3.161 -1.579 3.570
H 5.035 -2.181 5.098
H 5.368 -0.951 7.246
H 3.637 0.708 7.957
H 1.768 1.307 6.447
H 0.411 -2.037 5.244
H -1.643 -2.507 6.577
H -3.361 -0.724 6.888
H -3.040 1.499 5.798
H -0.955 2.003 4.561
*
```

Its highest occupied orbital energy (alpha / beta) is 0.0008 / 0.0017 Ha. Its calculated total energy is -106861.9031 eV. The calculation puts the HOMO-LUMO gap (alpha / beta) at 4.156 / 4.130 eV.